(1)
H4O2P2S | the ωB97M-V functional and the def2-TZVPD basis

- LUMO energy: -0.58 eV
- Spin multiplicity: 1
- Kohn-Sham gap: 0.269 Ha
- Energy above the lowest of the compared OMol25 structures with the same formula, charge and spin: 252.6 kJ/mol
- HOMO: -7.89 eV

Structure (XYZ):
```
9
H4O2P2S | OMol25 | the ωB97M-V functional and the def2-TZVPD basis
O 0.1361 -0.7634 -0.5276
O 1.9608 1.1027 2.6691
P -1.2550 -1.5788 -0.6898
P 0.4090 0.6682 0.3310
S 1.0590 0.0508 2.2123
H -2.0926 -0.4016 -1.2617
H -0.8631 -1.9222 -1.9301
H -0.6909 1.6219 -0.3503
H 1.3366 1.2223 -0.4530
```

natural (NBO) population analysis, charges in e, atoms 1 to 8: -1.068 -0.968 0.707 0.955 0.604 -0.074 -0.066 -0.051

(2)
H4O2Rb | the ωB97M-V functional and the def2-TZVPD basis

- LUMO energy: -3.85 eV
- Spin multiplicity: 1
- Kohn-Sham gap: 0.449 Ha
- Energy above the lowest of the compared OMol25 structures with the same formula, charge and spin: 21.7 kJ/mol
- HOMO: -16.07 eV
- Net charge: +1

Structure (XYZ):
```
7
H4O2Rb | OMol25 | the ωB97M-V functional and the def2-TZVPD basis
Rb -3.1273 -5.3326 7.3785
O -1.5545 -2.8708 7.6029
H -0.7601 -2.4703 7.9825
H -1.8156 -2.2853 6.8774
O -4.7564 -7.4089 6.0242
H -5.1010 -7.7085 6.8775
H -4.2866 -8.1717 5.6529
```

Partial atomic charges computed with the natural (NBO) method, in multiples of e: 0.996 -0.991 0.503 0.489 -0.970 0.478 0.495

(3)
H4O3SSi | the ωB97M-V functional and the def2-TZVPD basis

- LUMO energy: 0.21 eV
- Spin multiplicity: 1
- Kohn-Sham gap: 0.375 Ha
- Energy above the lowest of the compared OMol25 structures with the same formula, charge and spin: 132.6 kJ/mol
- HOMO: -10.01 eV
- SMILES string: O[Si](O)(O)S

Structure (XYZ):
```
9
H4O3SSi | OMol25 | the ωB97M-V functional and the def2-TZVPD basis
O 1.0685 0.6707 1.3348
O 0.9484 -1.3553 -0.2067
O -0.1591 1.1267 -1.3598
Si 0.2159 -0.0850 0.2254
S -1.6894 -0.5911 1.0565
H 1.8288 1.2353 0.9562
H 0.4727 -2.0667 -0.6416
H -0.4424 0.5973 -2.0320
H -2.2433 0.4680 0.6672
```

natural (NBO) population analysis, charges in e, atoms 1 to 8: -1.103 -1.116 -1.060 2.093 -0.465 0.522 0.523 0.454

(4)
H4O6STl | the ωB97M-V functional and the def2-TZVPD basis

- LUMO energy: -10.38 eV
- Spin multiplicity: 1
- Kohn-Sham gap: 0.191 Ha
- Energy above the lowest of the compared OMol25 structures with the same formula, charge and spin: 21.0 kJ/mol
- HOMO: -15.58 eV
- Net charge: +1

Structure (XYZ):
```
12
H4O6STl | OMol25 | the ωB97M-V functional and the def2-TZVPD basis
Tl 1.0064 -3.9261 2.7771
S -2.0377 -1.2185 3.0659
O -1.4835 -0.0177 3.6215
O -2.8131 -1.7569 4.2026
O -3.0511 -0.8001 2.0553
O -1.1044 -2.1648 2.4837
O 3.5850 -5.3482 3.1379
H 4.4420 -5.0765 2.8096
H 3.7782 -5.8349 3.9392
O -0.7948 -3.6293 5.1015
H -1.6955 -3.3061 5.1263
H -0.6650 -4.0436 5.9546
```

natural (NBO) population analysis, charges in e, atoms 1 to 8: 0.976 2.473 -0.515 -0.519 -0.463 -0.969 -0.977 0.495

(5)
H4OSSi | the ωB97M-V functional and the def2-TZVPD basis

- LUMO energy: -1.23 eV
- Spin multiplicity: 1
- Kohn-Sham gap: 0.242 Ha
- Energy above the lowest of the compared OMol25 structures with the same formula, charge and spin: 297.0 kJ/mol
- HOMO: -7.82 eV

Structure (XYZ):
```
7
H4OSSi | OMol25 | the ωB97M-V functional and the def2-TZVPD basis
O -1.7758 0.6062 -0.0238
Si -0.5769 -0.4352 0.1828
S 2.8267 0.1405 0.1348
H -2.2559 1.1355 0.6111
H -0.3765 -0.9575 1.5104
H -0.4548 -1.0772 -1.0961
H 2.7905 0.7416 -1.0486
```

Partial atomic charges computed with the natural (NBO) method, in multiples of e: -1.098 1.483 -0.679 0.532 -0.176 -0.169 0.106

(6)
H4S2 | the ωB97M-V functional and the def2-TZVPD basis

- LUMO energy: 0.79 eV
- Spin multiplicity: 1
- Kohn-Sham gap: 0.387 Ha
- Energy above the lowest of the compared OMol25 structures with the same formula, charge and spin: 5.0 kJ/mol
- HOMO: -9.76 eV
- SMILES string: S.S

Structure (XYZ):
```
6
H4S2 | OMol25 | the ωB97M-V functional and the def2-TZVPD basis
S 3.8528 0.8044 0.8397
H 4.6612 0.8775 -0.2340
H 3.5170 2.1041 0.7401
S -0.9250 -1.4611 3.4026
H -0.2024 -0.4004 3.8082
H -2.0471 -0.9784 3.9681
```

Partial atomic charges computed with the natural (NBO) method, in multiples of e: -0.288 0.144 0.143 -0.286 0.143 0.142